Record 1
Molecular formula: C4H4S2
Method: DFT, ωB97M-V/def2-TZVPD

Calculated values
* gap between HOMO and LUMO: 0.292 Eh
* HOMO energy: -7.24 eV
* energy: -951.1338 hartree
* energy relative to the best compared isomer or geometry (same formula, charge and spin): 24.3 kcal per mole

```
10
Properties=species:S:1:pos:R:3:forces:R:3
S 1.5148 0.8977 0.2310 0.244 -0.232 0.316
S -1.2842 -1.0869 -0.2581 -1.721 -1.197 0.981
C 0.6797 0.4577 -1.2412 0.674 0.389 -0.642
C 0.4451 0.2266 1.4638 -1.730 -0.545 -1.095
C -0.7258 -0.4040 1.2671 0.591 -0.036 1.053
C -0.3477 -0.3305 -1.4496 -0.035 0.702 -1.394
H 1.0970 0.8844 -2.1432 0.345 0.311 0.219
H -1.3800 -0.6552 2.1675 0.988 0.242 -1.500
H -0.7068 -0.4015 -2.5032 0.138 -0.236 1.096
H 0.7078 0.4117 2.4658 0.505 0.601 0.965
```
Positions in Å, forces in eV/Å.


Record 2
Molecular formula: C6H13NO
Method: DFT, ωB97M-V/def2-TZVPD

Calculated values
* gap between HOMO and LUMO: 0.339 Eh
* HOMO energy: -8.63 eV
* energy: -366.3122 hartree
* energy relative to the best compared isomer or geometry (same formula, charge and spin): 76.3 kcal per mole

```
21
Properties=species:S:1:pos:R:3:forces:R:3
O -1.3720 0.8127 -0.4574 1.134 -0.659 -0.660
N -1.3508 -2.0762 -0.8468 -0.074 -0.212 -0.087
C -1.2349 -1.5877 1.5300 0.095 0.305 -0.101
C -0.5622 -1.4102 0.1692 0.323 0.122 -1.102
C 1.2855 2.3125 -1.1336 -0.132 -0.001 -0.070
C 1.5377 1.0361 -0.3962 -1.204 -1.501 -1.780
C 0.7373 0.7875 0.8172 -1.737 -0.607 -0.565
C -0.3970 0.1176 -0.1282 -1.189 1.188 4.258
H 1.5480 3.1700 -0.5100 0.062 0.002 0.017
H 1.8425 2.3621 -2.0678 -0.013 0.028 0.020
H -2.2637 -1.6351 -0.9080 0.077 0.033 0.000
H 0.2104 2.3774 -1.3394 0.114 0.113 0.006
H -0.9219 -1.9804 -1.7622 -0.031 -0.006 0.109
H -1.3851 -2.6501 1.7211 0.057 0.035 -0.072
H 0.6861 0.0997 -1.1162 2.467 1.171 -0.129
H 2.5454 0.6315 -0.4072 -0.032 -0.094 -0.270
H 0.3088 1.6713 1.2806 0.177 0.005 0.260
H 1.1867 0.0739 1.5025 -0.046 0.148 0.126
H 0.4364 -1.8564 0.1845 -0.035 -0.059 0.043
H -2.2065 -1.0899 1.5349 0.025 -0.018 -0.012
H -0.6305 -1.1664 2.3331 -0.038 0.007 0.008
```
Positions in Å, forces in eV/Å.


Record 3
Molecular formula: C6H7Cl2O3S
Method: DFT, ωB97M-V/def2-TZVPD

Calculated values
* net charge: -1
* gap between HOMO and LUMO: 0.298 Eh
* HOMO energy: -4.89 eV
* energy: -1777.1157 hartree
* energy relative to the best compared isomer or geometry (same formula, charge and spin): 1.8 kcal per mole

```
19
Properties=species:S:1:pos:R:3:forces:R:3
Cl 1.8952 -2.8834 -1.4123 0.433 -1.231 -1.061
Cl 2.7161 -1.3203 1.0758 -0.108 -0.594 0.343
S 0.9551 1.6247 -1.4044 -1.058 0.344 -2.314
O -0.1056 0.7466 -2.0713 0.353 0.449 0.802
O 3.5835 1.5062 1.3189 -1.150 0.724 -0.851
O 3.3624 2.3403 -0.7894 -0.135 0.736 0.542
C 1.9023 0.6846 -0.2523 -1.548 -0.033 -1.004
C 1.6296 -0.6136 -0.1456 1.096 -0.678 1.246
C -0.2226 -2.3566 0.2112 -0.034 1.235 -2.206
C 0.0643 2.5768 -0.1192 -2.552 -1.715 -3.306
C 0.7508 -1.7365 -0.7970 -0.759 3.122 -0.407
C 3.0329 1.6724 0.2106 2.009 -1.808 0.667
H -1.0184 2.4355 -0.3676 0.895 0.374 -0.126
H 0.3232 3.5567 -0.0207 0.985 2.488 0.335
H -0.9797 -2.9298 -0.3428 0.152 0.172 0.398
H 0.3286 -2.9471 0.8677 0.640 -1.023 1.380
H 0.1755 -1.2041 -1.6373 1.001 -0.999 1.123
H -0.6115 -1.4634 0.6688 -0.759 -0.066 0.628
H 0.2343 1.9433 0.6337 0.538 -1.496 3.811
```
Positions in Å, forces in eV/Å.


Record 4
Molecular formula: C22H43N2OP3Pt
Method: DFT, ωB97M-V/def2-TZVPD

Calculated values
* <S²>: 6.07
* net charge: +4
* gap between HOMO and LUMO (alpha / beta): 0.223 / 0.197 Eh
* 2S+1: 5
* HOMO energy (alpha / beta): -18.67 / -20.24 eV
* energy: -2190.4532 hartree

```
72
Properties=species:S:1:pos:R:3:forces:R:3
Pt 1.1500 0.4757 -2.3809 2.786 -2.933 -2.250
P -3.7434 -0.6608 -0.0714 -0.135 -4.268 0.810
P 2.1596 -1.5427 -3.1138 1.340 -2.059 -0.221
P 2.1648 0.5031 -0.2180 0.584 0.376 0.890
O -2.6416 3.5276 -3.5282 1.695 -4.002 -0.349
N -1.7330 1.1559 3.3941 0.511 2.392 0.239
N -0.5589 2.7604 2.2220 0.616 1.622 -0.675
C 2.6386 2.1660 0.3787 0.074 0.099 -0.207
C 0.1190 0.1190 -4.1243 0.656 -0.780 -0.986
C -2.0785 2.0112 -1.6023 0.030 -0.361 -0.247
C -5.3577 -1.5224 0.1226 -0.831 1.268 -0.183
C -1.5116 4.9486 1.8409 -0.942 0.438 0.368
C -0.9629 1.8299 -0.8766 0.194 -0.251 -0.258
C 3.6988 -0.4414 0.0568 -0.035 -0.099 -0.133
C 0.9844 -0.0355 1.0742 -0.226 -0.419 -0.019
C -1.7889 2.3471 -3.0520 0.381 2.189 -0.214
C -2.7509 3.3318 3.1074 -0.591 0.839 -0.128
C -2.6749 4.6038 2.5466 -0.038 -0.325 0.190
C 3.9765 -1.4316 -3.2914 -0.106 0.369 0.240
C 1.7777 -2.8490 -1.8855 -0.238 0.268 0.114
C -0.4888 4.0031 1.7143 0.691 -2.105 0.594
C -2.9244 -1.7800 -1.2824 0.308 0.963 -0.959
C 0.2844 2.0470 -1.6849 -1.894 4.233 2.614
C -0.1806 2.5666 -2.9999 -2.628 1.922 -0.943
C -2.1289 1.2433 -3.9532 -0.099 -1.547 -0.676
C -1.6574 2.4520 2.9278 0.061 -1.888 0.186
C -2.9038 -1.1856 1.4828 0.491 1.173 0.485
C -1.2573 0.2532 -4.3730 -1.354 0.930 0.482
C 1.7329 -2.4157 -4.6700 -0.486 0.625 -0.120
H 2.9615 2.7810 -0.4689 0.087 -0.010 0.250
H 2.2188 -1.9201 -5.5197 -0.114 -0.121 0.129
H -2.4992 4.2420 -2.9503 0.332 1.698 1.249
H 4.4429 -0.9708 -2.4156 -0.036 -0.151 -0.260
H 2.1286 -2.5905 -0.8818 -0.106 -0.156 -0.223
H -3.4949 5.3115 2.6519 0.165 -0.132 0.023
H -2.0241 -1.8016 1.2547 -0.265 0.281 -0.021
H 2.2293 -3.8001 -2.2024 -0.065 0.299 0.081
H -2.3531 -1.1651 -1.9909 0.023 -0.355 -0.085
H 0.9548 2.7826 -1.2082 -0.113 -0.646 -0.066
H 0.6888 -0.2624 -4.9962 -0.474 0.067 0.769
H 0.6848 -2.9745 -1.8488 0.292 -0.050 -0.040
H -3.6097 -1.7608 2.0969 0.142 0.237 -0.251
H -3.1508 1.2309 -4.3391 0.222 0.001 0.114
H -5.4704 -1.9011 1.1452 0.061 0.270 -0.237
H 0.4251 4.2524 1.1699 -0.271 -0.027 0.159
H 4.1898 -0.8066 -4.1683 -0.005 -0.144 0.158
H -3.6934 -2.3389 -1.8309 0.246 0.278 0.079
H 0.6491 -2.3925 -4.8229 0.188 -0.237 -0.077
H -6.1413 -0.7782 -0.0730 -0.269 -0.463 0.081
H 4.5236 0.0538 -0.4709 -0.154 -0.084 0.133
H -1.3818 5.9217 1.3785 -0.134 -0.005 0.122
H 2.0658 -3.4632 -4.6314 0.051 0.368 0.214
H -2.2427 -2.4737 -0.7732 -0.289 0.284 0.048
H -1.7120 -0.5106 -5.0228 0.417 0.399 -0.119
H -0.9237 1.6071 0.1874 -0.098 0.003 -0.343
H 3.4734 2.0776 1.0871 -0.235 -0.003 -0.152
H 1.7923 2.6476 0.8852 0.306 -0.192 -0.161
H 1.5180 -0.5882 1.8603 -0.067 0.121 -0.223
H -2.4199 0.9735 4.1173 -0.098 -0.179 0.016
H -3.6118 2.9651 3.6640 0.034 0.363 -0.057
H 3.6199 -1.4752 -0.2868 0.122 0.210 0.124
H 2.4790 1.2735 -2.9308 -1.126 -0.819 0.595
H 0.4954 0.8411 1.5271 0.314 -0.293 -0.284
H -3.1042 1.8907 -1.2479 0.225 0.266 -0.111
H 0.2195 -0.6939 0.6407 0.175 0.058 0.161
H -0.8423 0.6787 3.5097 -0.111 -0.105 -0.121
H 3.9222 -0.4419 1.1335 -0.092 0.060 -0.271
H -2.5820 -0.2970 2.0496 -0.088 -0.575 -0.104
H 0.3248 2.2713 -3.9292 -0.179 0.327 0.131
H -5.4470 -2.3384 -0.6043 0.126 0.325 0.067
H 4.4063 -2.4300 -3.4534 -0.214 0.189 0.039
H -0.0517 3.6610 -2.9505 0.262 -0.024 -0.180
```
Positions in Å, forces in eV/Å.